Molecular formula: C26H39BrO18
Method: DFT, the ωB97M-V functional and the def2-TZVPD basis

The SMILES is O=C1OC[C@H](CCCBr)O1.C[C@@H]1COC(=O)O1.C[C@@H]1COC(=O)O1.C[C@@H]1COC(=O)O1.C[C@@H]1COC(=O)O1.C[C@@H]1COC(=O)O1. The HOMO-LUMO gap comes out at 10.443 eV. The calculation puts the total energy at -134491.7975 eV.

Each line ends with the Mulliken charge.
Positions of all 84 atoms, in Å:
Br1 3.64754 -1.80416 -1.40119  -0.194
O1 -1.27214 -2.84241 7.07368  -0.292
O2 1.43867 1.83054 -4.38408  -0.371
O3 -2.19008 2.08121 3.23330  -0.520
O4 -2.11977 0.67231 -6.13111  -0.526
O5 1.03002 2.60182 -2.31903  -0.390
O6 -2.80756 -0.50545 -4.32049  -0.193
O7 8.43852 -0.49514 -3.40722  -0.542
O8 -1.85288 2.60584 1.05283  -0.112
O9 8.14686 1.73085 -3.09107  -0.328
O10 -1.22825 -1.16785 1.88862  -0.309
O11 -3.38529 -0.60380 2.18174  -0.350
O12 -2.70289 4.14542 2.45053  -0.373
O13 6.88570 0.64437 -4.60353  -0.351
O14 2.99208 3.45762 -3.47339  -0.541
O15 -3.43787 -1.15549 -6.37805  -0.343
O16 -2.65722 -1.25263 0.13145  -0.553
O17 0.42973 -3.40197 8.43196  -0.333
O18 0.61380 -1.58326 7.09280  -0.504
C1 5.80404 2.48859 -5.74312  -1.450
C2 -3.82195 -1.49496 -4.15959  0.544
C3 0.74410 -1.07585 -0.93093  -0.304
C4 -1.33860 -0.55978 3.17561  1.113
C5 -3.52584 -2.38833 -2.97557  -1.298
C6 -1.39397 3.94102 -0.91884  -1.324
C7 -2.44395 -1.02781 1.29127  0.508
C8 -0.43738 -1.24456 4.18001  -1.681
C9 -0.01457 -2.51980 7.49295  0.639
C10 -0.69465 -4.18378 8.81867  -0.540
C11 1.97620 2.75703 -3.41007  0.650
C12 0.99274 1.15081 -2.20155  0.249
C13 -3.77817 -2.20628 -5.47962  -0.550
C14 -2.24504 2.86947 2.33059  0.440
C15 2.21239 -1.10029 -0.22450  -0.680
C16 -2.73105 -0.24063 -5.65573  0.595
C17 0.60828 0.80731 -3.71344  -0.106
C18 -1.54996 -4.14323 7.58658  0.538
C19 -2.79720 -0.71709 3.47481  -0.604
C20 7.87662 0.52718 -3.67392  0.610
C21 -3.02737 -4.31385 7.86552  -1.455
C22 -2.31814 3.69308 0.25304  0.601
C23 7.47052 2.71618 -3.86363  -0.464
C24 0.21564 0.46676 -0.99055  -0.336
C25 6.31826 1.94072 -4.42925  0.717
C26 -2.35297 4.81732 1.24468  -0.595
H1 -1.38310 5.30415 1.38764  0.331
H2 5.44691 3.51435 -5.63089  0.352
H3 0.61112 -1.11387 3.89909  0.367
H4 -1.39642 3.08082 -1.59229  0.092
H5 -3.59820 -4.25406 6.93518  0.347
H6 2.12223 -1.84618 0.65256  0.359
H7 4.98203 1.87151 -6.11481  0.323
H8 2.49306 -0.08010 0.20172  0.384
H9 -0.58280 -0.83834 5.18156  0.460
H10 -3.23060 -5.27701 8.33845  0.383
H11 -0.36134 4.07251 -0.58508  0.360
H12 -0.62176 -2.32290 4.20484  0.348
H13 -1.69935 4.82576 -1.48176  0.460
H14 -3.40041 -3.51525 8.51271  0.364
H15 0.02036 -1.69864 -0.29366  0.192
H16 -3.00120 -2.97540 -5.53552  0.318
H17 2.12224 0.89748 -2.17432  -0.101
H18 7.14560 3.54717 -3.23544  0.327
H19 -3.09757 5.57355 0.99143  0.324
H20 -4.25352 -3.19947 -2.90056  0.395
H21 5.49765 1.85623 -3.70856  0.085
H22 -0.45726 1.17285 -3.97530  0.045
H23 0.76250 -0.28164 -4.02274  0.306
H24 -1.06008 0.49264 3.07479  0.069
H25 0.78542 -1.46595 -2.01388  0.408
H26 8.16003 3.09262 -4.62625  0.288
H27 -1.16137 -3.71294 9.68977  0.311
H28 -3.05443 -1.69789 3.88870  0.346
H29 -4.77706 -0.97875 -4.01275  0.227
H30 -3.17135 0.06050 4.14113  0.339
H31 -1.21935 -4.87701 6.84322  0.245
H32 -4.73877 -2.64981 -5.74655  0.327
H33 -3.55117 -1.80910 -2.04920  0.223
H34 0.52351 0.91580 0.02978  0.170
H35 -0.92048 0.50580 -1.06209  0.266
H36 6.58330 2.46617 -6.51039  0.419
H37 -2.52258 -2.81788 -3.04764  0.331
H38 -0.39021 -5.19802 9.08194  0.316
H39 -3.32257 3.44325 -0.10598  0.205


Molecular formula: C4H5FS
Method: DFT, the ωB97M-V functional and the def2-TZVPD basis

The SMILES is F/C=C/[C@@H]1CS1. The HOMO-LUMO gap comes out at 9.926 eV. The calculation puts the total energy at -17779.7628 eV. The relative energy (zero: lowest compared OMol25 entry of this formula, charge and spin) is 122.6 kJ/mol.

Each line ends with the Mulliken charge.
Positions of all 11 atoms, in Å:
S1 1.77440 -1.19126 -0.22967  -0.126
F1 -3.07748 -0.64063 -0.26167  -0.242
C1 1.77937 0.61006 -0.08837  -0.631
C2 -0.79428 0.11571 -0.45126  -0.186
C3 -1.82335 -0.41953 0.20093  -0.217
C4 0.51074 -0.01941 0.18493  -0.019
H1 0.24349 0.05253 1.24478  0.302
H2 -1.71533 -1.04589 1.14363  0.256
H3 -0.98270 0.50883 -1.46802  0.306
H4 1.81773 1.03910 -1.10159  0.285
H5 2.26740 0.99049 0.82631  0.274